No. 1
Computed, not measured: a structure of composition C33H39N5O5PSTl in a non-equilibrium geometry, with ωB97M-V/def2-TZVPD.

Each line ends with the Mulliken charge.
Geometry (Å):
1 Tl -0.834 0.230 0.186  0.826
2 C -5.176 -1.095 1.890  -1.634
3 C -3.753 -0.524 2.028  0.411
4 O -2.868 -1.029 1.286  -0.161
5 C -3.595 0.469 2.980  -1.101
6 C -2.407 1.160 3.326  0.923
7 C -2.497 2.126 4.497  -1.371
8 N -1.281 1.026 2.688  0.285
9 N -0.153 1.541 3.268  -0.479
10 C 0.840 1.866 2.485  -0.640
11 O 0.858 1.965 1.207  -0.552
12 C 2.102 2.212 3.184  0.599
13 C 2.414 1.819 4.486  -0.447
14 C 3.634 2.153 5.042  -0.613
15 C 4.571 2.877 4.314  -0.308
16 C 4.280 3.258 3.013  -0.719
17 C 3.062 2.925 2.462  -0.193
18 H -5.216 -1.741 1.015  0.289
19 H -5.912 -0.301 1.781  0.375
20 H -5.433 -1.682 2.772  0.343
21 H -4.483 0.749 3.542  0.110
22 H -3.452 2.036 5.013  0.378
23 H -2.387 3.146 4.127  0.254
24 H -1.680 1.931 5.191  0.297
25 H 1.691 1.243 5.042  0.441
26 H 3.870 1.847 6.055  0.358
27 H 5.526 3.132 4.757  0.362
28 H 5.007 3.820 2.435  0.364
29 H 2.813 3.195 1.446  0.538
30 C -0.624 4.234 -0.540  -0.971
31 C -1.385 3.141 -1.270  0.805
32 O -2.109 2.397 -0.617  -0.730
33 C -1.190 3.002 -2.706  0.467
34 C -1.029 4.123 -3.517  -0.246
35 C -0.889 4.027 -4.885  -0.678
36 C -0.877 2.757 -5.470  -0.462
37 C -1.010 1.633 -4.708  -0.455
38 C -1.190 1.668 -3.281  -0.280
39 O -1.299 0.608 -2.626  -0.437
40 H -0.115 3.728 0.283  -0.222
41 H -1.328 4.948 -0.118  0.404
42 H 0.097 4.754 -1.164  0.414
43 H -1.080 5.110 -3.064  0.392
44 H -0.815 4.918 -5.498  0.355
45 H -0.770 2.672 -6.549  0.361
46 H -1.018 0.655 -5.172  0.405
47 C 0.255 -5.473 -0.825  -1.058
48 N 0.306 -4.164 -1.442  0.208
49 C -0.844 -3.986 -2.314  -1.069
50 N -2.115 -4.217 -1.650  0.190
51 C -2.096 -5.536 -1.054  -0.932
52 N -0.993 -5.764 -0.130  0.101
53 C -1.131 -4.917 1.045  -1.139
54 P -1.144 -3.045 0.730  0.624
55 C 0.339 -3.108 -0.442  -0.307
56 C -2.388 -3.183 -0.660  -0.678
57 H 1.076 -5.553 -0.106  0.441
58 H 0.389 -6.239 -1.604  0.282
59 H -0.758 -4.698 -3.148  0.272
60 H -0.834 -2.966 -2.705  0.474
61 H -2.011 -6.283 -1.857  0.287
62 H -3.039 -5.698 -0.521  0.387
63 H -0.309 -5.151 1.729  0.441
64 H -2.072 -5.181 1.544  0.398
65 H 1.260 -3.196 0.142  0.631
66 H 0.371 -2.154 -0.977  -0.338
67 H -2.422 -2.210 -1.153  0.368
68 H -3.370 -3.372 -0.220  0.362
69 C 4.444 0.603 0.516  -1.179
70 S 2.843 -0.334 0.721  1.072
71 O 3.296 -1.737 0.842  -0.802
72 C 2.473 -0.128 -1.044  -0.024
73 C 2.656 -1.198 -1.896  -0.676
74 C 2.370 -1.054 -3.243  -0.611
75 C 1.974 0.181 -3.728  -0.493
76 C 1.819 1.259 -2.868  -0.794
77 C 2.028 1.099 -1.510  0.601
78 H 5.070 0.047 -0.174  0.407
79 H 4.920 0.668 1.489  0.385
80 H 4.219 1.590 0.135  0.316
81 H 2.992 -2.138 -1.482  0.397
82 H 2.452 -1.898 -3.917  0.396
83 H 1.745 0.299 -4.777  0.405
84 H 1.486 2.207 -3.261  0.411
85 H 1.834 1.893 -0.806  0.190

Output
**Charge**: -2
**Kohn-Sham gap**: 0.197 Ha
**HOMO**: -0.940 eV
**Multiplicity**: 1
**E**: -77359.13730 eV

***

No. 2
Computed, not measured: the molecule C26H34N2O3, with ωB97M-V/def2-TZVPD.

Each line ends with the Mulliken charge.
Geometry (Å):
1 C -1.463 3.722 -3.522  -0.980
2 O -1.486 3.284 -2.187  -0.457
3 C -0.317 3.292 -1.478  1.012
4 C 0.907 3.715 -1.974  -0.789
5 C 2.041 3.651 -1.180  -0.892
6 C 1.978 3.182 0.122  0.457
7 C 0.735 2.799 0.621  -0.430
8 C -0.408 2.836 -0.154  1.215
9 C -1.736 2.390 0.375  -1.635
10 H -1.649 2.042 1.401  0.422
11 H -2.451 3.210 0.334  0.421
12 H -2.130 1.585 -0.244  0.196
13 H 0.656 2.462 1.645  0.283
14 C 3.234 2.951 0.927  -1.769
15 N 3.786 1.606 0.760  0.081
16 C 4.224 1.363 -0.606  -0.398
17 C 4.864 -0.016 -0.750  -1.265
18 H 5.747 -0.093 -0.117  0.412
19 H 5.155 -0.166 -1.790  0.467
20 C 3.854 -1.085 -0.332  0.001
21 C 3.477 -0.805 1.125  -1.219
22 C 2.864 0.586 1.228  -0.096
23 H 2.630 0.804 2.274  0.431
24 H 1.920 0.591 0.657  0.017
25 H 4.382 -0.863 1.730  0.524
26 H 2.760 -1.537 1.498  0.523
27 O 2.756 -0.939 -1.223  -0.459
28 C 1.580 -1.576 -0.988  0.739
29 C 0.438 -0.943 -1.486  -0.171
30 C -0.808 -1.500 -1.301  -0.208
31 C -0.946 -2.702 -0.611  0.163
32 C 0.194 -3.354 -0.161  -0.956
33 C 1.448 -2.799 -0.337  -0.643
34 H 2.320 -3.326 0.020  0.429
35 H 0.093 -4.307 0.337  0.480
36 C -2.282 -3.349 -0.438  0.250
37 O -2.514 -4.453 -0.900  -0.677
38 N -3.223 -2.629 0.221  0.143
39 C -2.974 -1.449 1.016  -0.325
40 H -1.965 -1.082 0.830  0.248
41 C -3.151 -1.765 2.504  -0.766
42 C -4.545 -2.332 2.760  -0.698
43 C -4.767 -3.559 1.879  -0.604
44 C -4.544 -3.192 0.413  -0.961
45 H -4.619 -4.075 -0.224  0.484
46 H -5.287 -2.451 0.096  0.315
47 H -5.779 -3.946 2.008  0.359
48 H -4.063 -4.345 2.159  0.301
49 H -4.655 -2.597 3.813  0.367
50 H -5.295 -1.573 2.523  0.294
51 H -2.994 -0.857 3.087  0.339
52 H -2.398 -2.498 2.802  0.317
53 H -3.692 -0.673 0.722  0.099
54 H -1.683 -1.003 -1.695  0.438
55 H 0.557 -0.006 -2.008  0.507
56 H 4.292 -2.091 -0.432  0.252
57 H 4.958 2.132 -0.860  0.373
58 H 3.389 1.427 -1.321  0.252
59 H 3.031 3.086 1.993  0.484
60 H 4.011 3.659 0.630  0.522
61 H 2.986 3.978 -1.589  0.375
62 H 0.997 4.087 -2.983  0.416
63 H -1.158 4.771 -3.597  0.364
64 H -2.485 3.619 -3.884  0.263
65 H -0.799 3.107 -4.138  0.365

Output
**Charge**: 0
**Kohn-Sham gap**: 0.331 Ha
**HOMO**: -8.315 eV
**SMILES**: COc1ccc(CN2CCC(Oc3ccc(C(=O)N4CCCCC4)cc3)CC2)cc1C
**Multiplicity**: 1
**E**: -36637.11285 eV

***

> What is the Kohn-Sham gap in the second record?

0.331 Ha

***

> The highest E belongs to which entry?

C26H34N2O3

***

> multiplicity of number 2 (C26H34N2O3)?

1